228
Properties=species:S:1:pos:R:3:forces:R:3:mulliken_charge:R:1 method="wB97M-V/def2-TZVPD" max_force_ev_per_a=4.12 e_lumo_ha=0.0065 orbital_gap_ev=8.21
C 2.7648 2.3735 0.2695 -1.0960 0.2100 1.2318 -1.970
C 1.8734 1.2527 -0.2483 -0.9146 0.4497 -2.0665 1.750
C 1.3133 1.8205 -1.6157 -0.3197 -1.1113 -0.9072 -1.743
C 2.7802 0.0482 -0.3973 0.6295 -1.4670 -0.7972 -1.315
C 2.1556 -1.3191 -0.7016 -2.1645 1.3723 -0.9040 -0.664
C 1.0517 -1.5402 0.3168 1.1852 -0.8365 1.0786 -1.352
C 0.0204 -0.4085 0.5157 0.4652 -1.2349 -1.2140 1.604
C -0.8645 -0.4702 -0.7471 -0.3485 0.6196 0.3845 -1.718
C -0.8123 -0.6849 1.7981 0.0732 1.1129 -0.0065 -1.954
N 0.7725 0.8451 0.6789 0.4101 0.5764 1.3536 0.360
O -0.1627 1.8910 1.0275 0.5417 -0.0786 -1.2263 -0.469
H 3.6693 2.5991 -0.2955 -0.2826 -0.4101 -0.3815 0.361
H 2.1113 3.2457 0.2532 0.3852 0.3933 0.4028 0.421
H 3.0667 2.1173 1.2851 0.0208 0.3025 0.2230 0.469
H 1.9387 2.3811 -2.3105 0.9158 0.5650 0.9193 0.460
H 1.1061 1.0301 -2.3371 -0.5808 -0.5725 0.3569 0.340
H 0.4031 2.4134 -1.5257 -0.0172 -0.1282 0.4469 0.371
H 3.4690 0.1810 -1.2315 0.3650 0.7169 0.2495 0.417
H 3.3211 -0.0049 0.5475 0.3233 -0.2018 -0.0319 0.419
H 1.6052 -1.2664 -1.6409 0.1233 0.4830 -0.5681 0.263
H 2.8061 -2.1579 -0.9496 0.4135 0.0829 0.9987 0.439
H 1.6296 -1.6482 1.2347 -0.4229 -0.2884 0.6243 0.362
H 0.5507 -2.4811 0.0895 -0.2666 0.0048 0.2808 0.516
H -0.3039 -0.4442 -1.6816 0.0811 0.0810 0.2010 0.312
H -1.5269 0.3951 -0.7228 -0.2672 -0.0951 -0.2127 0.357
H -1.4390 -1.3965 -0.7498 -0.1684 0.0729 0.1055 0.455
H -1.5167 0.1346 1.9406 0.0070 0.1276 -0.1096 0.450
H -0.1576 -0.6447 2.6686 0.1372 -0.2151 0.0058 0.362
H -1.4459 -1.5698 1.8564 0.4973 -0.3537 -0.5644 0.377
H 0.0934 2.1977 1.9004 0.2725 -0.1639 0.1567 0.323
C 0.9180 7.6367 -5.0863 0.9286 -0.4872 -0.5225 -1.864
C 0.0729 8.7878 -4.5720 -1.7743 -1.1958 -1.4976 1.551
C 0.9576 9.9296 -4.1923 -0.4037 0.9240 0.3569 -1.697
C -0.8671 9.1544 -5.7926 0.1809 1.3660 0.2677 -1.308
C -1.9892 10.1361 -5.3844 0.1257 -1.2376 1.5730 -0.644
C -2.8546 9.4045 -4.2934 0.8359 0.5959 -0.1985 -1.211
C -2.0492 8.9659 -3.0175 0.0805 0.2793 -0.4350 1.400
C -1.7457 10.2196 -2.1207 -0.4328 -0.3307 -0.4084 -1.671
C -2.9854 7.9506 -2.2483 0.5558 -0.1461 -0.2190 -1.698
N -0.8111 8.2376 -3.5197 -1.6495 0.0265 0.2485 0.312
O -0.0504 7.7053 -2.4393 0.2311 0.7026 0.0642 -0.491
H 1.8846 7.5475 -4.5907 -0.1749 -0.1842 0.4645 0.353
H 0.4031 6.6761 -5.1016 -0.1190 0.0967 0.3787 0.390
H 1.2083 7.7941 -6.1251 -0.1205 0.3627 -0.2013 0.425
H 1.5339 10.2939 -5.0428 0.5115 -0.5239 0.0801 0.399
H 0.3665 10.8110 -3.9436 0.0187 -0.0786 0.4198 0.330
H 1.5363 9.5990 -3.3298 0.3546 0.4194 -0.1310 0.418
H -0.2560 9.6639 -6.5377 0.4279 0.1704 0.0920 0.501
H -1.2174 8.3017 -6.3742 -0.3318 -0.3927 0.6416 0.408
H -1.5304 10.9900 -4.8860 0.0652 0.2329 -0.2297 0.282
H -2.5744 10.5188 -6.2205 -0.0835 -0.2452 0.0255 0.391
H -3.2994 8.5403 -4.7868 -0.1384 -0.1110 0.2485 0.349
H -3.6275 10.0611 -3.8940 -0.2936 -0.0392 -0.2866 0.477
H -1.2446 11.0223 -2.6617 0.8272 -0.4805 0.0830 0.323
H -1.2649 9.8867 -1.2008 0.4423 0.3010 -0.1898 0.350
H -2.6181 10.8005 -1.8214 -0.7014 -0.6787 0.1204 0.439
H -3.4797 7.2982 -2.9682 -0.0642 0.0844 -0.0667 0.353
H -3.7441 8.3839 -1.5967 -0.0918 0.6698 -0.4578 0.371
H -2.5173 7.2705 -1.5366 0.7184 0.0876 -0.1069 0.426
H -0.5426 6.9197 -2.1901 0.0703 -0.2150 -0.1089 0.338
C -7.3252 2.4707 2.1104 -0.7369 -0.2847 0.6599 -1.860
C -8.8123 1.9931 1.9480 -0.5849 0.4149 -1.3391 1.574
C -9.1729 1.8070 0.4144 1.0897 0.4883 0.1026 -1.814
C -8.9576 0.5898 2.5667 -0.5205 -0.9265 0.5525 -1.380
C -10.3901 0.1037 2.9849 0.8635 1.1099 0.3658 -0.724
C -11.0299 1.2311 3.7972 1.2784 -3.2324 1.5174 -1.238
C -11.0096 2.5479 3.1895 -2.0448 3.1175 0.2057 1.311
C -12.2175 2.5073 2.2098 1.4420 0.5948 -0.8060 -1.678
C -11.3180 3.5533 4.3508 0.2891 -0.0916 -0.9746 -1.916
N -9.7171 2.9712 2.6534 0.7826 -3.9826 0.7316 0.508
O -9.6566 4.2619 2.2007 0.0685 0.6366 -0.3591 -0.468
H -7.0918 3.4967 1.8261 -0.3747 -0.1131 -0.6704 0.357
H -7.0754 2.4736 3.1714 -0.1006 -0.2827 0.2293 0.456
H -6.6506 1.7624 1.6294 -0.0283 0.1357 -0.1785 0.420
H -8.2626 1.6365 -0.1604 0.4156 -0.0199 0.1729 0.503
H -9.7327 0.9026 0.1760 -0.6465 0.3198 0.3526 0.369
H -9.5588 2.7145 -0.0502 -0.5105 -0.0888 0.2315 0.326
H -8.5489 -0.2055 1.9433 0.2129 0.3997 -0.6461 0.417
H -8.3125 0.5052 3.4412 -0.2001 0.3055 0.4348 0.445
H -11.0859 -0.2325 2.2162 0.4553 0.1139 -0.5048 0.360
H -10.2576 -0.7345 3.6690 0.0163 -0.1738 -0.1463 0.418
H -10.5002 1.2304 4.7499 0.3468 0.2300 0.1697 0.426
H -12.0047 0.8363 4.0833 -0.4457 0.7658 -0.1631 0.413
H -12.3269 3.4461 1.6668 -0.1564 0.0995 0.0971 0.355
H -13.1485 2.2220 2.6996 0.1632 -0.0134 -0.0780 0.379
H -11.8721 1.7750 1.4800 -0.7215 -0.2124 -0.2988 0.422
H -10.5005 3.4721 5.0671 -0.2883 -0.2069 0.3840 0.475
H -12.3088 3.3269 4.7446 0.1777 0.0895 0.3603 0.379
H -11.2886 4.5856 4.0019 -0.3217 -0.0259 -0.1516 0.409
H -9.1682 4.6336 2.9388 0.0844 0.8336 -0.2528 0.355
C -1.0108 -3.3100 7.9721 1.1473 1.0273 -0.4247 -2.169
C -1.4185 -4.7339 7.8683 -1.6311 -1.5258 -0.0258 1.922
C -0.4277 -5.6627 8.5495 0.9574 0.1783 0.9729 -1.798
C -2.8316 -4.7782 8.5382 -0.2521 -0.6610 -0.7157 -1.286
C -3.5295 -6.0972 8.2448 0.1747 -0.8776 0.1105 -0.688
C -3.6356 -6.3643 6.7526 0.0082 1.1505 -0.5775 -1.303
C -2.3394 -6.2745 5.9653 0.1094 -0.6175 0.2702 1.506
C -1.5928 -7.6401 6.0998 0.9715 0.6907 0.1042 -1.555
C -2.6652 -6.0489 4.4629 0.3674 -0.9322 -0.2565 -1.783
N -1.5705 -5.1045 6.4099 -2.4745 0.5387 1.3681 0.172
O -0.3827 -5.0729 5.7382 1.8178 0.2376 -0.3299 -0.493
H 0.0101 -3.1992 7.6068 0.1966 0.2162 0.0157 0.504
H -1.6440 -2.6535 7.3753 -0.1405 -0.1228 -0.0493 0.445
H -1.0243 -2.9376 8.9964 -0.0290 -0.2042 0.0783 0.381
H -0.1289 -5.3290 9.5432 -0.3244 0.5283 0.2451 0.464
H -0.7231 -6.6921 8.7525 -0.2407 0.0605 -0.6249 0.296
H 0.5276 -5.6227 8.0261 -0.1145 -0.3768 -0.3950 0.351
H -2.7653 -4.6544 9.6191 0.3554 0.0854 0.0200 0.433
H -3.4481 -3.9568 8.1732 0.1168 0.1794 -0.2029 0.399
H -2.9421 -6.8436 8.7796 -0.0600 -0.4723 -0.1720 0.307
H -4.5435 -6.1850 8.6350 0.0132 0.3563 0.3322 0.392
H -4.2449 -5.5457 6.3697 -0.3828 0.0828 -0.0626 0.354
H -4.1153 -7.2846 6.4193 -0.1614 -0.1185 0.5383 0.487
H -2.2034 -8.5192 5.8938 -0.0516 0.2736 -0.7772 0.406
H -1.1439 -7.9099 7.0557 -0.2857 0.6512 0.4215 0.250
H -0.7168 -7.4864 5.4697 -0.0356 -0.8281 -0.4468 0.463
H -2.8086 -7.0054 3.9604 -0.5499 -0.3317 0.2622 0.408
H -1.8153 -5.7069 3.8723 0.1046 0.5936 0.4503 0.396
H -3.5478 -5.4382 4.2726 0.1567 0.1675 0.2193 0.360
H -0.3196 -4.1526 5.4723 0.2408 0.0601 -0.3615 0.379
C 9.2415 -2.4630 0.1033 -1.1233 0.3392 1.3147 -1.887
C 10.1735 -2.4940 -1.0707 -0.1841 -0.4183 -0.3226 1.668
C 9.4422 -3.2797 -2.1862 0.9070 -1.2194 -0.0611 -1.734
C 10.4631 -1.0592 -1.5564 -0.6445 -0.8390 -0.3589 -1.167
C 11.6871 -0.9208 -2.4303 0.7126 0.2892 1.4995 -0.696
C 12.9361 -1.4565 -1.6356 -1.7465 -0.4302 -1.2861 -1.087
C 12.7899 -2.9603 -1.1847 -1.0760 0.5402 -2.2957 1.260
C 12.9385 -3.9056 -2.4500 -0.7616 0.2336 1.1067 -1.516
C 13.9788 -3.2328 -0.2841 -0.7410 -0.4425 0.5927 -1.863
N 11.4173 -3.1333 -0.5132 2.6040 2.3797 -0.5122 0.177
O 11.2605 -4.4553 -0.1335 -0.8254 -1.3735 -0.5611 -0.515
H 8.2413 -2.0805 -0.1003 -0.1519 -0.2175 -0.6689 0.412
H 9.1257 -3.4512 0.5483 -0.0020 -0.0319 -0.1232 0.401
H 9.5295 -1.7888 0.9099 0.7371 -0.0429 0.0007 0.402
H 9.3858 -4.3161 -1.8533 -0.1273 -0.1665 0.0370 0.399
H 8.4212 -2.9895 -2.4341 0.1224 0.5101 0.3525 0.433
H 10.0052 -3.3368 -3.1178 0.0675 0.3014 -0.0771 0.331
H 9.6587 -0.7460 -2.2220 -0.6047 -0.1440 0.3670 0.334
H 10.4032 -0.4192 -0.6761 0.6514 0.3172 -0.1206 0.391
H 11.5500 -1.3194 -3.4354 0.0502 -0.6473 0.1976 0.359
H 11.7478 0.1510 -2.6193 0.6039 0.1768 0.0584 0.397
H 13.0343 -0.8305 -0.7488 0.3484 0.0601 -0.0744 0.354
H 13.7467 -1.3584 -2.3577 0.5865 -0.0950 0.6191 0.446
H 13.8387 -3.6933 -3.0267 -0.0586 0.0680 0.0303 0.388
H 12.0421 -3.8618 -3.0686 0.2112 0.2736 -0.2024 0.280
H 12.9629 -4.9356 -2.0943 0.2196 -0.0580 -0.0104 0.354
H 13.8806 -2.6279 0.6173 0.3752 0.1286 0.0231 0.437
H 14.8995 -3.0428 -0.8357 -0.0468 0.2763 0.1431 0.376
H 14.0282 -4.2793 0.0167 -0.0499 -0.1477 0.0538 0.502
H 11.8587 -4.6172 0.5996 -0.0565 0.3812 0.2784 0.367
C 1.3444 -7.7530 -2.7669 -0.3305 -1.4791 -0.0110 -1.448
C 1.5949 -9.0630 -1.9100 -1.1052 -0.2099 -0.3780 1.543
C 2.8572 -8.9553 -1.0948 -0.5323 0.4028 -0.8473 -1.814
C 0.4118 -9.1296 -0.9032 -1.1197 -0.4303 0.4075 -1.486
C -0.9202 -9.6394 -1.4733 0.4454 -0.6797 -0.3467 -0.737
C -0.7243 -11.0115 -2.1860 0.1072 1.6427 -0.5389 -1.104
C 0.4443 -11.0052 -3.2346 0.5158 -0.7331 -0.9911 1.384
C 0.7761 -12.5207 -3.5292 -0.2721 0.9036 0.0659 -1.672
C -0.0541 -10.4143 -4.6063 -0.2438 0.5724 0.5989 -1.831
N 1.6836 -10.3586 -2.7071 -2.1551 0.1578 2.1194 0.176
O 2.6957 -10.3625 -3.6581 0.2528 0.4813 -0.4615 -0.465
H 0.5281 -7.1577 -2.3579 0.1846 0.0608 0.2549 0.274
H 2.2263 -7.1217 -2.8753 -0.0194 -0.2338 -0.3288 0.391
H 0.9353 -8.1588 -3.6923 0.4795 0.6253 -0.4585 0.281
H 3.6678 -8.9036 -1.8217 0.3810 0.1366 0.4570 0.426
H 2.6701 -8.0003 -0.6038 0.8893 -0.0517 0.5645 0.416
H 2.9381 -9.8140 -0.4283 0.1928 0.2539 0.0948 0.426
H 0.6279 -9.6721 0.0172 0.4553 -0.7179 -0.2508 0.440
H 0.1748 -8.1599 -0.4653 0.5116 0.4899 -0.3934 0.499
H -1.7095 -9.7529 -0.7301 0.3293 -0.1645 0.5327 0.457
H -1.3858 -8.8782 -2.0993 0.3466 -0.0507 -0.6840 0.307
H -1.6560 -11.1785 -2.7265 0.0527 -0.4060 -0.2015 0.394
H -0.6305 -11.8090 -1.4489 0.3319 0.0638 -0.0025 0.403
H 1.6988 -12.6981 -4.0816 0.1266 0.3503 0.0969 0.402
H -0.0104 -12.8703 -4.1981 -0.1240 -0.3901 0.3475 0.370
H 0.8031 -13.0804 -2.5943 -0.0193 -0.1138 -0.1084 0.394
H 0.6837 -10.0825 -5.3369 0.5800 -0.5581 0.2963 0.338
H -0.6182 -9.4937 -4.4570 -0.4114 -0.0503 0.2440 0.440
H -0.7007 -11.1455 -5.0914 -0.0882 0.1427 -0.0016 0.436
H 3.2670 -11.0689 -3.3479 0.2376 -0.0092 -0.0716 0.362
C -3.1504 3.7916 -6.7512 0.0603 1.4930 -0.2996 -1.216
C -3.7807 2.5277 -6.2160 -1.2243 1.4143 1.6859 0.655
C -4.8415 2.6815 -5.0938 0.9424 0.5276 0.6534 -1.363
O -4.5195 1.9646 -7.2482 0.3526 -1.3856 -1.1324 -0.535
H -2.8063 4.5485 -6.0462 0.5142 -0.5395 0.5612 0.303
H -3.8149 4.4263 -7.3374 -0.6913 -0.4934 -0.1457 0.329
H -2.3552 3.5541 -7.4579 0.2873 -0.1015 0.1926 0.264
H -2.9556 1.9048 -5.8706 -0.1323 -0.4758 0.1237 0.211
H -5.2549 1.7225 -4.7815 -0.0124 -0.0846 -0.4325 0.321
H -5.6510 3.3684 -5.3407 -0.0018 -0.1620 -0.4771 0.331
H -4.4190 3.0963 -4.1786 0.3363 0.1094 0.0366 0.369
H -3.8356 1.5255 -7.7592 -0.4144 -0.2887 -0.7552 0.332
C 2.9530 2.5535 -10.3256 1.7469 -0.2211 0.4853 -1.199
C 3.1155 1.2992 -9.4945 -1.1230 0.0730 1.5169 0.344
C 2.1058 1.2942 -8.3154 -0.2669 -0.2489 -0.7109 -1.187
O 2.7673 0.2277 -10.3183 -0.2601 -1.1747 -1.1446 -0.569
H 3.8303 2.5716 -10.9723 -0.3574 0.0570 -0.7012 0.290
H 3.1157 3.4317 -9.7008 -0.7090 0.1787 0.0218 0.319
H 2.0083 2.4837 -10.8647 0.1613 0.3794 0.0717 0.359
H 4.1122 1.0865 -9.1080 0.2743 0.6756 0.0166 0.401
H 2.3416 1.9504 -7.4776 0.1644 -0.1608 -0.0122 0.341
H 1.9025 0.2619 -8.0306 0.4984 -0.0098 0.5111 0.322
H 1.1336 1.5826 -8.7149 -0.0637 0.4081 -0.0979 0.257
H 3.4079 -0.4837 -10.2470 -0.0723 0.0470 0.0495 0.322
C -2.4510 8.1065 4.1620 0.2724 0.2649 0.9136 -1.255
C -1.2336 9.0399 4.0872 -0.9676 1.5159 -1.0805 0.685
C -1.5519 10.5280 4.2580 -1.2944 0.6122 0.1910 -1.369
O -0.2451 8.7677 5.0040 1.0117 -1.4603 1.2821 -0.513
H -3.2164 8.4341 3.4584 0.1902 -0.1773 -0.2154 0.334
H -2.9268 8.1235 5.1426 0.0793 0.3791 0.2321 0.354
H -2.1991 7.0526 4.0441 0.2010 0.1126 -0.5219 0.303
H -0.8382 8.9706 3.0738 0.1713 -0.3509 -0.3281 0.113
H -2.1514 10.7728 5.1348 -0.4071 -0.5738 0.1898 0.325
H -2.1046 10.9333 3.4105 0.0992 0.0499 -0.1502 0.325
H -0.7014 11.1766 4.4683 0.5688 -0.3179 -0.6130 0.391
H 0.4340 9.4368 4.8913 0.0917 -0.0806 0.0998 0.308
C 2.5002 4.2268 7.6715 0.6292 -0.1297 0.0580 -1.322
C 2.2718 3.4524 6.3831 -0.7720 0.9151 -0.5992 0.687
C 2.0567 1.9475 6.5874 0.4304 1.0273 -0.2294 -1.225
O 1.0933 4.0296 5.7646 -0.2778 -0.8769 -0.2573 -0.572
H 3.0793 3.6180 8.3658 -0.4182 -0.0206 0.4060 0.322
H 1.5231 4.5566 8.0245 0.0718 -0.4330 0.5475 0.363
H 3.0944 5.1356 7.5759 0.0186 0.0767 -0.5131 0.348
H 3.0610 3.6201 5.6502 0.4678 -0.1987 0.2062 0.165
H 1.9688 1.4386 5.6275 -0.3558 0.0487 0.0497 0.290
H 1.1894 1.7962 7.2300 0.0809 -0.2507 -0.0545 0.311
H 2.9771 1.5757 7.0376 -0.1475 -0.1956 0.2797 0.364
H 1.0721 4.9825 5.8790 0.2493 0.0436 0.0651 0.267